P | {
  "formula": "C22H34N2O3",
  "method": "ωB97M-V with the def2-TZVPD basis set",
  "symbols": ["C", "C", "O", "C", "C", "C", "C", "C", "C", "C", "O", "C", "H", "H", "H", "H", "H", "C", "N", "C", "C", "C", "C", "C", "H", "H", "H", "H", "C", "H", "C", "C", "O", "N", "C", "C", "C", "H", "H", "H", "H", "H", "H", "H", "H", "H", "H", "H", "H", "H", "H", "H", "H", "H", "H", "H", "H", "H", "H", "H", "H"],
  "positions_angstrom": [[7.757, -0.408, 1.276], [6.547, -1.150, 1.460], [6.071, -1.802, 0.344], [5.562, -1.165, -0.781], [4.418, -0.339, -0.595], [3.118, -0.732, 0.048], [2.035, 0.079, 0.489], [2.300, 1.591, 0.072], [3.483, 2.104, -0.330], [4.622, 1.178, -0.562], [5.757, 1.843, -0.955], [5.939, 3.119, -1.224], [5.391, 3.284, -1.974], [5.960, 3.642, -0.132], [7.060, 3.099, -1.601], [3.581, 3.116, -0.190], [1.557, 2.095, 0.486], [0.778, -0.422, 0.873], [0.462, -1.290, -0.190], [-0.718, -2.203, 0.511], [-2.118, -1.589, 0.351], [-2.581, -0.996, -0.798], [-1.360, -0.061, -1.422], [-0.062, -0.844, -1.265], [0.793, -0.054, -2.019], [0.052, -1.731, -2.126], [-1.560, -0.058, -2.507], [-1.272, 0.892, -0.900], [-3.889, -0.396, -0.846], [-3.913, 0.081, -1.858], [-4.990, -1.181, -0.763], [-6.326, -0.527, -0.945], [-6.938, -0.412, -1.804], [-6.631, 0.046, 0.291], [-7.789, 0.948, 0.425], [-8.460, 1.294, 1.755], [-7.660, 2.270, 1.072], [-8.203, 3.162, 1.156], [-6.783, 2.524, 1.780], [-9.693, 1.291, 1.784], [-8.047, 0.445, 2.715], [-8.444, 1.092, -0.272], [-6.112, 0.057, 1.153], [-5.065, -2.209, -1.451], [-5.034, -1.700, 0.197], [-3.639, 0.364, -0.212], [-2.453, -2.068, -1.576], [-2.665, -2.455, 0.852], [-2.020, -0.648, 1.032], [-0.529, -2.523, 1.441], [-0.716, -3.079, -0.308], [0.113, 0.493, 0.883], [1.157, -0.787, 1.666], [3.100, -1.794, 0.183], [5.272, -1.949, -1.354], [6.398, -0.500, -0.982], [6.515, -1.944, 2.186], [5.549, -0.414, 1.849], [8.471, -1.004, 0.811], [7.703, 0.388, 0.773], [8.149, -0.061, 2.033]],
  "lumo_energy_ha": 0.0244,
  "spin_multiplicity": 1,
  "homo_energy_ev": -7.8,
  "gap_ev": 8.44
}


Q | {
  "formula": "C22H34N2O3",
  "method": "ωB97M-V with the def2-TZVPD basis set",
  "symbols": ["C", "C", "C", "O", "C", "H", "H", "H", "H", "H", "H", "H", "H", "C", "C", "C", "O", "C", "H", "H", "H", "H", "H", "H", "H", "H", "C", "C", "C", "O", "C", "H", "H", "H", "H", "H", "H", "H", "H", "N", "C", "C", "C", "C", "C", "H", "H", "H", "H", "H", "N", "C", "C", "C", "C", "C", "H", "H", "H", "H", "H"],
  "positions_angstrom": [[1.124, -1.503, 2.826], [-0.046, -0.945, 2.011], [0.552, -0.836, 0.592], [1.825, -1.426, 0.686], [1.939, -2.252, 1.832], [0.699, -2.140, 3.603], [1.669, -0.682, 3.291], [-0.541, -0.076, 2.444], [-0.837, -1.691, 1.938], [0.713, 0.175, 0.217], [-0.049, -1.346, -0.160], [2.976, -2.404, 2.133], [1.509, -3.222, 1.582], [-1.507, 2.687, 1.834], [-0.085, 2.606, 2.186], [0.705, 3.573, 1.233], [-0.152, 3.553, 0.086], [-1.522, 3.363, 0.440], [-1.849, 3.455, 2.529], [-2.015, 1.731, 1.959], [0.206, 1.564, 2.052], [0.085, 2.849, 3.235], [1.711, 3.233, 0.988], [0.831, 4.567, 1.664], [-2.047, 2.718, -0.266], [-2.037, 4.323, 0.397], [1.942, 0.848, -1.565], [1.033, 1.760, -0.814], [0.262, 2.368, -1.977], [0.210, 1.273, -2.963], [1.016, 0.165, -2.573], [2.412, 0.176, -0.848], [2.724, 1.454, -2.022], [1.592, 2.466, -0.199], [0.333, 1.286, -0.126], [0.836, 3.249, -2.265], [-0.758, 2.657, -1.724], [1.522, -0.260, -3.441], [0.390, -0.511, -1.992], [-2.920, -2.053, -0.457], [-2.356, -1.385, -1.483], [-1.682, -0.176, -1.305], [-1.745, 0.379, -0.095], [-2.353, -0.196, 1.018], [-2.985, -1.412, 0.771], [-2.490, -1.914, -2.415], [-1.168, 0.313, -2.119], [-1.066, 1.182, 0.154], [-2.378, 0.234, 2.009], [-3.451, -1.937, 1.592], [2.236, -2.977, -1.859], [1.774, -3.424, -0.648], [0.434, -3.347, -0.286], [-0.512, -2.824, -1.226], [-0.002, -2.420, -2.533], [1.323, -2.445, -2.768], [2.475, -3.877, 0.039], [0.110, -3.703, 0.680], [-1.564, -2.817, -0.985], [-0.715, -1.943, -3.190], [1.663, -2.065, -3.719]],
  "lumo_energy_ha": 0.0158,
  "spin_multiplicity": 1,
  "homo_energy_ev": -8.6,
  "smiles": "c1ccncc1.c1ccncc1.C1CCOC1.C1CCOC1.C1CCOC1",
  "gap_ev": 9.01
}


The computed energies, referenced to the most stable structure and given in hartree, are P 0.3348; Q 0.0000.


P | {
  "formula": "C6H6N2O3",
  "method": "ωB97M-V with the def2-TZVPD basis set",
  "symbols": ["C", "C", "C", "C", "C", "C", "N", "N", "O", "O", "O", "H", "H", "H", "H", "H", "H"],
  "positions_angstrom": [[-0.781, -2.265, -0.085], [-0.490, -1.625, 1.033], [0.657, 0.209, -0.655], [1.336, 1.432, -0.296], [-0.564, -1.658, -1.527], [0.399, 2.459, 0.307], [0.143, -0.463, -1.501], [-0.267, -0.540, 1.809], [-1.333, 0.071, 1.908], [2.486, 1.635, -0.548], [0.763, -0.356, 2.442], [-1.134, -3.297, -0.169], [-0.037, -2.336, -2.216], [-1.554, -1.480, -1.978], [0.036, 3.138, -0.341], [0.783, 3.123, 1.036], [-0.445, 1.952, 0.779]],
  "lumo_energy_ha": [-0.0836, -0.0494],
  "spin_multiplicity": 1,
  "homo_energy_ev": [-8.1, -9.3],
  "gap_ev": [5.86, 7.97]
}


Q | {
  "formula": "C6H6N2O3",
  "method": "ωB97M-V with the def2-TZVPD basis set",
  "symbols": ["C", "C", "C", "C", "C", "C", "N", "N", "O", "O", "O", "H", "H", "H", "H", "H", "H"],
  "positions_angstrom": [[-0.882, 2.591, 0.579], [-1.150, 0.497, 0.347], [0.233, 0.728, 0.394], [1.854, -0.452, -1.007], [-1.421, -0.932, 0.175], [1.039, -0.546, 0.326], [-1.804, 1.631, 0.562], [-0.101, -1.518, 0.142], [1.360, -1.058, -2.043], [2.826, 0.240, -1.034], [0.422, 2.064, 0.460], [-0.755, 3.637, 0.656], [-1.935, -1.536, 0.975], [-1.980, -1.017, -0.700], [1.601, -0.570, 1.199], [0.231, -2.318, 0.607], [0.461, -1.441, -1.637]],
  "lumo_energy_ha": 0.0200,
  "spin_multiplicity": 1,
  "homo_energy_ev": -8.9,
  "smiles": "O=C(O)[C@@H]1NCc2ncoc21",
  "gap_ev": 9.49
}


The computed energies, referenced to the most stable structure and given in hartree, are P 0.2566; Q 0.0000.


P | {
  "formula": "C37H64BCl2EuN8O4",
  "method": "ωB97M-V with the def2-TZVPD basis set",
  "symbols": ["Eu", "C", "N", "C", "C", "O", "C", "O", "C", "C", "O", "N", "C", "C", "H", "H", "H", "H", "H", "H", "H", "H", "H", "H", "H", "H", "H", "H", "H", "H", "C", "C", "C", "C", "C", "C", "C", "C", "C", "N", "N", "B", "N", "N", "C", "C", "C", "C", "C", "C", "C", "C", "C", "N", "N", "C", "C", "C", "C", "C", "C", "C", "C", "C", "H", "H", "H", "H", "H", "H", "H", "H", "H", "H", "H", "H", "H", "H", "H", "H", "H", "H", "H", "H", "H", "H", "H", "H", "H", "H", "H", "H", "H", "H", "H", "H", "H", "H", "H", "H", "H", "H", "H", "H", "H", "H", "H", "H", "H", "H", "O", "C", "Cl", "C", "Cl", "H", "H"],
  "positions_angstrom": [[0.551, 0.664, -1.079], [-3.536, 3.347, -2.923], [-2.310, 3.199, -3.774], [-2.372, 3.692, -5.120], [-1.132, 2.839, -3.214], [-1.053, 2.325, -2.054], [0.162, 2.960, -4.029], [0.724, 1.636, -3.886], [1.703, 1.072, -4.779], [2.213, -0.195, -4.059], [1.700, -0.593, -2.961], [3.194, -0.858, -4.662], [3.835, -1.982, -3.955], [3.637, -0.570, -6.030], [-4.393, 2.814, -3.355], [-3.358, 2.895, -1.971], [-3.804, 4.396, -2.876], [-3.415, 3.702, -5.471], [-2.055, 4.763, -5.185], [-1.800, 3.107, -5.841], [0.024, 3.198, -5.110], [0.877, 3.690, -3.582], [1.238, 0.796, -5.778], [2.549, 1.766, -4.909], [3.056, -2.571, -3.455], [4.447, -2.614, -4.635], [4.481, -1.587, -3.187], [4.663, -0.219, -6.036], [3.545, -1.449, -6.730], [3.081, 0.271, -6.467], [-2.307, -1.093, -3.468], [-1.229, -2.030, -2.838], [-1.281, -3.412, -3.468], [-1.408, -2.150, -1.382], [-2.136, -3.162, -0.691], [-2.156, -2.852, 0.656], [-2.810, -3.662, 1.747], [-1.951, -4.923, 1.852], [-4.285, -4.013, 1.323], [-1.472, -1.685, 0.795], [-1.026, -1.216, -0.477], [-1.041, -0.859, 2.062], [-1.354, 0.706, 2.046], [-0.690, 1.582, 1.120], [-1.248, 2.809, 1.328], [-2.164, 2.743, 2.418], [-2.151, 1.423, 2.891], [-2.814, 0.898, 4.153], [-4.021, 0.004, 3.900], [-3.182, 2.057, 5.065], [-0.814, 3.995, 0.586], [0.522, 4.461, 1.142], [-1.888, 5.065, 0.497], [0.490, -1.081, 2.224], [1.286, -1.179, 1.039], [2.485, -1.524, 1.475], [2.478, -1.710, 2.874], [1.200, -1.387, 3.317], [0.918, -1.345, 4.766], [0.933, 0.097, 5.237], [2.017, -2.188, 5.410], [3.747, -1.634, 0.577], [4.944, -1.216, 1.440], [3.653, -0.820, -0.720], [-2.031, -0.777, -4.483], [-3.274, -1.616, -3.480], [-2.450, -0.166, -2.877], [-0.281, -1.582, -3.015], [-2.321, -3.863, -3.292], [-1.120, -3.457, -4.569], [-0.604, -4.113, -2.896], [-2.438, -4.125, -1.188], [-2.811, -3.159, 2.708], [-1.779, -5.444, 0.880], [-0.951, -4.710, 2.253], [-2.390, -5.688, 2.567], [-4.258, -4.668, 0.410], [-4.795, -4.557, 2.098], [-4.856, -3.066, 1.108], [-1.683, -1.312, 2.961], [-2.820, 3.500, 2.842], [-2.077, 0.309, 4.725], [-4.869, 0.393, 3.369], [-3.670, -0.903, 3.401], [-4.427, -0.339, 4.880], [-4.062, 2.591, 4.650], [-3.361, 1.775, 6.117], [-2.366, 2.782, 5.113], [-0.534, 3.688, -0.439], [0.449, 5.176, 2.002], [1.112, 3.629, 1.503], [1.114, 4.981, 0.376], [-2.085, 5.452, 1.551], [-1.536, 5.933, -0.092], [-2.847, 4.712, -0.006], [3.331, -2.019, 3.500], [-0.064, -1.819, 4.915], [1.726, 0.670, 4.770], [-0.039, 0.618, 5.056], [1.176, 0.132, 6.319], [2.992, -1.624, 5.458], [1.772, -2.460, 6.431], [2.257, -3.160, 4.853], [3.838, -2.726, 0.300], [4.723, -0.215, 1.880], [5.021, -1.849, 2.353], [5.971, -1.167, 0.951], [3.255, 0.168, -0.451], [4.615, -0.633, -1.139], [3.010, -1.349, -1.454], [2.231, -5.775, -1.272], [3.262, -5.833, -1.744], [4.045, 2.361, 0.376], [4.755, 3.336, 1.613], [3.780, 3.595, 3.146], [4.969, 4.334, 1.215], [5.700, 2.855, 1.967]],
  "lumo_energy_ha": [-0.3115, -0.1996],
  "spin_multiplicity": 7,
  "homo_energy_ev": [-12.6, -12.6],
  "gap_ev": [4.12, 7.17],
  "charge": 2
}


Q | {
  "formula": "C37H64BCl2EuN8O4",
  "method": "ωB97M-V with the def2-TZVPD basis set",
  "symbols": ["Eu", "C", "N", "C", "C", "O", "C", "O", "C", "C", "O", "N", "C", "C", "H", "H", "H", "H", "H", "H", "H", "H", "H", "H", "H", "H", "H", "H", "H", "H", "C", "C", "C", "C", "C", "C", "C", "C", "C", "N", "N", "B", "N", "N", "C", "C", "C", "C", "C", "C", "C", "C", "C", "N", "N", "C", "C", "C", "C", "C", "C", "C", "C", "C", "H", "H", "H", "H", "H", "H", "H", "H", "H", "H", "H", "H", "H", "H", "H", "H", "H", "H", "H", "H", "H", "H", "H", "H", "H", "H", "H", "H", "H", "H", "H", "H", "H", "H", "H", "H", "H", "H", "H", "H", "H", "H", "H", "H", "H", "H", "O", "C", "Cl", "C", "Cl", "H", "H"],
  "positions_angstrom": [[-1.301, -0.533, -1.035], [-3.040, -5.115, -2.543], [-3.165, -4.006, -3.538], [-4.032, -4.221, -4.727], [-2.569, -2.820, -3.261], [-2.005, -2.583, -2.139], [-2.576, -1.706, -4.337], [-1.791, -0.622, -3.813], [-1.833, 0.611, -4.527], [-1.018, 1.585, -3.677], [-0.882, 1.305, -2.421], [-0.458, 2.660, -4.252], [0.350, 3.612, -3.440], [-0.707, 3.154, -5.614], [-3.756, -5.910, -2.798], [-3.202, -4.743, -1.537], [-2.015, -5.542, -2.535], [-3.386, -4.263, -5.628], [-4.742, -3.396, -4.785], [-4.574, -5.151, -4.608], [-3.627, -1.377, -4.493], [-2.097, -2.016, -5.269], [-2.903, 0.962, -4.593], [-1.380, 0.573, -5.539], [0.673, 3.107, -2.534], [-0.236, 4.462, -3.063], [1.201, 3.915, -4.053], [-1.291, 2.431, -6.147], [0.276, 3.231, -6.085], [-1.245, 4.087, -5.556], [3.340, 0.051, -3.904], [2.735, -0.761, -2.715], [1.442, -1.479, -3.038], [2.580, 0.086, -1.488], [3.648, 0.864, -0.951], [3.274, 1.160, 0.366], [4.207, 1.553, 1.438], [5.202, 0.383, 1.694], [4.933, 2.879, 1.028], [1.998, 0.691, 0.531], [1.556, 0.041, -0.623], [0.992, 0.763, 1.777], [-0.104, 1.908, 1.602], [-1.281, 1.777, 0.819], [-2.020, 2.906, 0.971], [-1.355, 3.729, 1.920], [-0.144, 3.123, 2.216], [0.814, 3.849, 3.187], [2.298, 3.844, 2.794], [0.612, 3.391, 4.649], [-3.406, 3.162, 0.435], [-4.284, 2.120, 1.085], [-3.457, 3.086, -1.090], [0.472, -0.718, 2.062], [-0.820, -1.187, 1.651], [-1.322, -1.873, 2.698], [-0.350, -1.972, 3.737], [0.757, -1.272, 3.310], [2.018, -1.049, 4.086], [3.153, -1.911, 3.529], [1.800, -1.167, 5.607], [-2.630, -2.547, 2.740], [-2.514, -3.904, 3.431], [-3.230, -2.780, 1.328], [3.290, -0.548, -4.844], [4.392, 0.237, -3.662], [2.799, 0.995, -4.045], [3.447, -1.566, -2.447], [0.978, -1.923, -2.141], [0.707, -0.859, -3.571], [1.572, -2.354, -3.723], [4.535, 1.116, -1.510], [3.624, 1.651, 2.337], [6.075, 0.480, 1.061], [4.713, -0.572, 1.495], [5.539, 0.416, 2.724], [5.634, 2.623, 0.230], [5.483, 3.284, 1.864], [4.224, 3.645, 0.660], [1.702, 1.156, 2.665], [-1.771, 4.642, 2.350], [0.469, 4.888, 3.149], [2.946, 3.430, 3.585], [2.601, 4.873, 2.610], [2.457, 3.320, 1.830], [0.861, 2.336, 4.823], [-0.381, 3.565, 5.048], [1.266, 3.966, 5.271], [-3.666, 4.152, 0.764], [-3.868, 1.163, 0.914], [-5.303, 2.132, 0.709], [-4.387, 2.235, 2.165], [-2.870, 2.233, -1.460], [-3.055, 4.006, -1.533], [-4.508, 2.987, -1.378], [-0.448, -2.554, 4.635], [2.245, 0.016, 3.831], [3.044, -2.901, 3.968], [4.131, -1.536, 3.798], [3.111, -2.036, 2.442], [1.500, -2.179, 5.930], [1.089, -0.435, 6.018], [2.741, -0.956, 6.101], [-3.359, -1.919, 3.257], [-1.925, -4.631, 2.885], [-3.522, -4.342, 3.489], [-2.171, -3.873, 4.460], [-2.526, -3.406, 0.737], [-3.417, -1.819, 0.794], [-4.203, -3.279, 1.424], [-4.980, -0.205, -1.203], [-3.828, -0.183, -1.243], [0.731, -4.720, -0.317], [1.827, -4.415, 1.012], [3.406, -3.793, 0.391], [2.104, -5.292, 1.617], [1.360, -3.686, 1.696]],
  "lumo_energy_ha": [-0.3001, -0.2319],
  "spin_multiplicity": 7,
  "homo_energy_ev": [-12.6, -12.6],
  "gap_ev": [4.41, 6.27],
  "charge": 2
}


The computed energies, referenced to the most stable structure and given in hartree, are P 0.0272; Q 0.0000.